{"formula": "C24H29N7STi", "method": "ωB97M-V with the def2-TZVPD basis set", "homo_ev": [-15.6, -15.6], "total_charge": 3, "largest_force_ha_per_bohr": 0.033, "multiplicity": 2, "species": ["Ti", "C", "C", "N", "C", "C", "N", "C", "C", "N", "H", "H", "H", "H", "H", "H", "H", "H", "H", "H", "H", "H", "H", "H", "H", "C", "C", "N", "C", "C", "C", "C", "C", "C", "C", "C", "C", "N", "C", "H", "H", "H", "H", "H", "H", "H", "H", "N", "C", "S", "C", "C", "C", "N", "C", "C", "H", "H", "H", "H", "H", "H"], "positions_angstrom": [[0.6342, -0.0433, -0.1459], [2.4802, 1.6976, -1.6679], [2.0723, 2.8317, -0.7186], [1.1814, 2.2841, 0.3334], [1.6700, 2.4161, 1.7318], [1.2890, 1.1673, 2.5083], [1.6965, -0.0325, 1.7217], [3.1762, -0.0715, 1.5231], [3.6229, 0.4552, 0.1402], [2.5449, 0.4262, -0.9004], [3.4385, 1.9296, -2.1364], [1.7509, 1.5703, -2.4727], [1.5740, 3.6113, -1.2926], [2.9512, 3.2960, -0.2742], [0.3189, 2.8099, 0.2983], [1.2412, 3.2884, 2.2246], [2.7504, 2.5503, 1.7360], [0.2103, 1.1316, 2.6663], [1.7751, 1.1741, 3.4860], [1.4522, -0.8435, 2.2853], [3.5177, -1.0909, 1.6677], [3.6664, 0.5191, 2.2978], [4.4820, -0.1235, -0.1991], [3.9844, 1.4754, 0.2347], [2.7605, -0.3110, -1.5680], [-3.0517, -1.7477, -2.0608], [-1.9138, -0.9555, -1.9446], [-0.8675, -1.2715, -1.1839], [-0.9112, -2.4811, -0.5577], [-2.0130, -3.3524, -0.6218], [-3.1247, -2.9346, -1.3715], [-1.9297, -4.6411, -0.0055], [-0.7641, -5.0814, 0.5186], [0.4109, -4.2668, 0.4712], [1.6915, -4.7568, 0.7807], [2.7832, -3.9644, 0.5130], [2.5892, -2.6646, 0.0548], [1.3894, -2.1127, -0.1259], [0.3151, -2.9427, 0.0094], [-3.8635, -1.4246, -2.6973], [-1.8540, -0.0368, -2.5096], [-3.9987, -3.5700, -1.4457], [-2.8029, -5.2806, -0.0215], [-0.6815, -6.0797, 0.9289], [1.8068, -5.7633, 1.1637], [3.7883, -4.3388, 0.6507], [3.4555, -2.0626, -0.1832], [-5.1715, 4.0356, -1.0857], [-4.2921, 3.8758, -0.1050], [-4.0518, 4.8862, 1.1716], [-3.2927, 2.7852, -0.1373], [-3.1622, 1.8583, 0.9001], [-2.0821, 1.0081, 0.9225], [-1.1118, 1.0230, -0.0123], [-1.2835, 1.8616, -1.0583], [-2.3414, 2.7276, -1.1721], [-5.8027, 4.8234, -1.0423], [-5.3302, 3.3503, -1.8067], [-3.8807, 1.8466, 1.7086], [-1.9648, 0.2938, 1.7297], [-0.5209, 1.8359, -1.8359], [-2.4064, 3.4001, -2.0178]], "mulliken_charge": [0.210, -0.658, -0.899, -0.124, -0.809, -0.832, -0.031, -0.888, -0.933, 0.003, 0.472, 0.394, 0.385, 0.451, 0.465, 0.534, 0.310, 0.338, 0.521, 0.432, 0.566, 0.523, 0.581, 0.386, 0.441, -1.107, -0.239, 0.273, -0.016, 1.063, -0.623, -0.942, -1.001, 0.915, -0.616, -1.241, -0.150, 0.364, -0.103, 0.482, 0.669, 0.513, 0.465, 0.459, 0.499, 0.479, 0.719, -0.321, -0.249, -0.196, 0.077, -0.902, -0.721, 0.828, -0.493, -0.428, 0.247, 0.230, 0.556, 0.559, 0.557, 0.556]}